Entry 1:
13
Properties=species:S:1:pos:R:3:mulliken_charge:R:1 method="wB97M-V/def2-TZVPD" energy_ev=-8359.972 largest_force_ev_per_a=0.938 lumo_ev="-0.28 / -0.28" orbital_gap_ev="7.72 / 7.72" charge=0 de_lowest_kj_mol=630.5
O 1.926 0.408 -0.422 -0.420
C 0.952 1.073 0.290 -0.171
C -0.220 0.043 -1.384 -0.477
C -1.453 -0.389 -0.694 -0.453
C -1.202 -0.415 0.640 -0.340
C 0.263 -0.213 0.854 -0.146
C 0.865 -0.607 -0.546 -0.225
H 1.267 1.998 0.802 0.397
H 0.088 1.223 -0.855 0.151
H -2.441 -0.449 -1.152 0.415
H -1.938 -0.485 1.443 0.395
H 0.682 -0.569 1.808 0.386
H 1.211 -1.619 -0.784 0.489

---

Entry 2:
53
Properties=species:S:1:pos:R:3:mulliken_charge:R:1 method="wB97M-V/def2-TZVPD" energy_ev=-33937.132 largest_force_ev_per_a=0.421 lumo_ev=0.72 orbital_gap_ev=9.72 charge=0 de_lowest_kj_mol=0.0
C 1.654 3.602 -3.508 -0.742
H 1.571 3.590 -4.592 0.239
H 1.249 4.531 -3.102 0.310
H 2.698 3.510 -3.201 0.321
O 0.904 2.490 -3.039 -0.306
C 0.904 2.294 -1.715 -0.013
O 1.468 3.011 -0.932 -0.611
C 0.138 1.050 -1.360 0.313
H -0.730 0.956 -2.010 0.614
C 1.001 -0.241 -1.328 -0.392
C 0.847 -1.233 -2.434 0.216
C 1.976 -1.807 -3.007 -0.567
C 1.858 -2.742 -4.019 -0.708
C 0.606 -3.118 -4.477 -0.431
C -0.525 -2.555 -3.911 -0.895
C -0.405 -1.622 -2.897 0.085
H -1.300 -1.194 -2.470 0.151
H -1.506 -2.844 -4.261 0.411
H 0.512 -3.845 -5.269 0.384
H 2.745 -3.179 -4.453 0.394
H 2.953 -1.522 -2.648 0.423
H 2.058 -0.001 -1.190 0.605
C 0.386 -0.586 0.048 -0.655
C 1.410 -0.973 1.099 0.317
O 2.601 -0.993 0.854 -0.717
N 0.932 -1.306 2.321 0.007
C -0.432 -1.226 2.791 -0.429
H -1.115 -0.942 1.995 0.277
C -0.511 -0.192 3.923 -0.582
O 0.376 -0.508 4.968 -0.413
C 1.707 -0.566 4.503 -0.566
H 2.321 -0.825 5.366 0.359
C 1.859 -1.612 3.395 -0.783
H 2.869 -1.601 2.985 0.415
H 1.628 -2.606 3.793 0.343
H 2.014 0.418 4.118 0.313
H -1.512 -0.179 4.359 0.323
H -0.280 0.804 3.518 0.426
H -0.722 -2.208 3.186 0.292
H -0.391 -1.347 -0.028 0.914
C -0.169 0.859 0.140 0.137
C -1.578 1.085 0.584 0.004
C -1.867 2.118 1.470 -0.188
C -3.164 2.350 1.890 -0.916
C -4.197 1.552 1.428 -0.464
C -3.924 0.527 0.537 -0.940
C -2.626 0.298 0.118 0.066
H -2.432 -0.505 -0.579 0.223
H -4.725 -0.095 0.166 0.432
H -5.210 1.730 1.755 0.415
H -3.370 3.156 2.578 0.421
H -1.066 2.751 1.824 0.485
H 0.511 1.491 0.718 0.682

---

Entry 3:
7
Properties=species:S:1:pos:R:3:mulliken_charge:R:1 method="wB97M-V/def2-TZVPD" energy_ev=-5657.513 largest_force_ev_per_a=3.097 lumo_ev=0.08 orbital_gap_ev=11.10 charge=0 de_lowest_kj_mol=230.8
C -2.130 -0.572 -0.234 -0.150
C 1.280 0.416 0.976 -0.040
N -1.782 0.542 -0.231 -0.189
O 0.630 1.218 0.340 -0.481
H 1.927 0.547 1.781 0.255
H 1.364 -0.581 0.730 0.228
H -1.077 1.271 -0.409 0.376

---

Entry 4:
117
Properties=species:S:1:pos:R:3:mulliken_charge:R:1 method="wB97M-V/def2-TZVPD" energy_ev=-232303.682 largest_force_ev_per_a=0.698 lumo_ev="-4.08 / -4.93" multiplicity=6 orbital_gap_ev="5.63 / 4.90" charge=+1 de_lowest_kj_mol=148.0
Mn -0.742 -1.020 0.693 0.978
O -1.154 1.004 1.405 0.399
C -2.150 1.613 2.238 -0.950
C -2.530 0.663 3.354 0.223
C -3.042 -0.694 2.825 -0.382
C -2.193 -1.884 3.169 0.746
C -2.532 -2.715 4.229 -0.874
C -1.797 -3.859 4.479 -0.780
C -0.736 -4.172 3.643 -1.148
C -0.433 -3.300 2.621 -0.492
N -1.117 -2.165 2.406 1.555
H -1.103 1.469 0.501 -0.305
H -3.019 1.864 1.622 0.237
H -1.742 2.538 2.653 0.485
H -3.304 1.141 3.956 0.607
H -1.671 0.523 4.011 -0.399
H -3.151 -0.663 1.739 -1.025
H -4.043 -0.890 3.208 1.033
H -3.393 -2.465 4.833 0.603
H -2.063 -4.512 5.300 0.452
H -0.152 -5.072 3.772 0.540
H 0.389 -3.505 1.947 0.311
C 0.366 -3.510 -1.241 -0.490
C -0.944 -3.943 -1.903 0.208
C -1.723 -4.893 -0.990 -1.586
C -1.803 -2.796 -2.403 0.864
C -2.081 -2.697 -3.762 -1.212
C -2.896 -1.694 -4.264 -1.207
C -3.458 -0.775 -3.392 -0.396
C -3.214 -0.836 -2.024 1.199
C -3.875 0.115 -1.051 2.557
C -4.327 1.432 -1.674 -2.227
C -5.049 -0.585 -0.359 -1.661
C -2.370 -1.849 -1.536 -0.445
O -2.100 -1.935 -0.215 -1.002
H 1.027 -4.371 -1.113 0.772
H 0.188 -3.107 -0.237 -0.464
H 0.889 -2.748 -1.820 -0.147
H -0.663 -4.508 -2.797 0.741
H -2.059 -4.373 -0.092 0.109
H -1.097 -5.738 -0.693 0.454
H -2.602 -5.288 -1.499 0.410
H -1.652 -3.429 -4.438 0.442
H -3.097 -1.634 -5.325 0.390
H -4.100 0.002 -3.787 0.476
H -3.127 0.365 -0.290 -1.321
H -5.151 1.283 -2.375 0.437
H -3.510 1.927 -2.200 0.355
H -4.687 2.108 -0.896 0.474
H -5.812 -0.843 -1.095 0.428
H -5.513 0.067 0.387 0.404
H -4.729 -1.508 0.126 0.214
C 4.144 1.746 2.034 -1.262
Ge 2.645 1.513 0.786 1.051
C 1.537 3.105 0.687 -0.788
C 3.293 0.727 -0.867 0.053
Ge 1.505 -0.215 2.144 -1.245
C 0.959 0.241 3.942 1.628
C 0.525 -0.700 4.881 0.082
C 0.162 -0.307 6.159 -1.103
C 0.229 1.033 6.520 -0.731
C 0.660 1.978 5.601 -0.955
C 1.017 1.584 4.318 -0.204
C 2.444 -1.906 2.106 0.968
C 2.836 -2.612 3.250 -0.178
C 3.596 -3.764 3.133 -0.818
C 3.964 -4.234 1.877 -0.723
C 3.585 -3.545 0.734 -0.866
C 2.834 -2.385 0.849 -0.364
H 4.915 2.309 1.503 0.468
H 4.571 0.787 2.327 0.394
H 3.865 2.301 2.929 0.398
H 2.185 3.964 0.505 0.650
H 0.994 3.266 1.617 0.318
H 0.827 3.034 -0.131 -0.082
H 3.446 1.516 -1.602 0.218
H 2.587 0.016 -1.289 -0.523
H 4.246 0.233 -0.676 0.650
H 0.455 -1.748 4.617 0.189
H -0.174 -1.046 6.875 0.476
H -0.053 1.339 7.518 0.403
H 0.716 3.023 5.879 0.464
H 1.339 2.339 3.610 0.234
H 2.573 -2.250 4.235 0.416
H 3.910 -4.295 4.022 0.491
H 4.556 -5.136 1.792 0.432
H 3.877 -3.906 -0.243 0.527
H 2.540 -1.855 -0.050 0.054
Cl -1.329 4.346 -4.632 -0.195
C 0.053 5.213 -4.038 0.581
C 0.144 6.569 -4.292 -0.517
C 1.246 7.273 -3.834 -0.522
C 2.225 6.625 -3.103 -0.599
C 2.101 5.271 -2.835 0.919
Cl 3.309 4.540 -1.821 -0.175
C 1.031 4.515 -3.317 -1.257
N 0.869 3.146 -3.054 0.943
C 1.637 2.135 -3.652 0.417
C 2.856 2.387 -4.276 -0.671
C 3.618 1.342 -4.777 -0.997
C 3.169 0.034 -4.690 -0.961
C 1.923 -0.208 -4.129 -0.165
C 1.146 0.820 -3.616 0.443
C -0.250 0.531 -3.123 -0.446
C -0.444 0.682 -1.634 0.879
O -1.082 1.646 -1.183 -1.227
O 0.061 -0.253 -0.893 0.102
H -0.638 7.056 -4.855 0.452
H 1.335 8.331 -4.039 0.391
H 3.081 7.160 -2.718 0.469
H -0.100 2.895 -2.914 -0.235
H 3.214 3.402 -4.377 0.537
H 4.566 1.563 -5.250 0.402
H 3.760 -0.780 -5.086 0.454
H 1.523 -1.216 -4.106 0.486
H -0.509 -0.499 -3.373 -0.364
H -0.976 1.183 -3.615 0.542

---

Entry 5:
80
Properties=species:S:1:pos:R:3:mulliken_charge:R:1 method="wB97M-V/def2-TZVPD" energy_ev=-84290.977 largest_force_ev_per_a=4.773 lumo_ev=-1.41 orbital_gap_ev=8.00 charge=0
C -1.094 3.031 -1.867 -0.957
C 0.159 2.057 -2.111 0.682
O 1.045 2.461 -2.915 -0.550
O 0.394 0.806 -1.477 -0.331
C -0.771 -0.064 -1.534 -0.282
C -1.031 -0.716 -2.984 -0.699
C -1.150 -2.322 -2.976 -0.013
C -2.013 -2.919 -1.776 0.225
C -3.484 -2.366 -1.629 -0.514
C -4.339 -2.922 -0.462 -0.479
C -3.756 -3.980 0.551 -0.586
C -2.303 -4.479 0.381 0.162
C -1.409 -3.964 -0.816 0.290
C 0.076 -4.573 -0.947 0.461
O 0.624 -4.875 -2.034 -0.499
C 0.820 -4.824 0.467 0.676
C 2.408 -4.593 0.663 -0.840
C 3.016 -3.456 -0.293 -0.123
C 4.348 -3.935 -1.103 -0.823
C 4.078 -5.189 -2.065 -0.762
C 4.493 -4.925 -3.616 0.633
F 4.768 -6.244 -4.137 -0.294
F 5.713 -4.202 -3.576 -0.265
C 3.277 -4.193 -4.346 0.750
F 2.597 -3.234 -3.548 -0.194
F 2.303 -5.215 -4.609 -0.280
S 3.655 -3.378 -5.990 1.184
F 2.300 -2.368 -5.807 -0.318
F 2.639 -4.472 -6.796 -0.316
F 4.933 -4.386 -6.334 -0.303
F 4.608 -2.191 -5.317 -0.281
F 3.900 -2.652 -7.479 -0.300
C 0.002 -5.303 1.544 -0.678
C -1.589 -5.534 1.375 0.111
O -2.194 -6.475 1.945 -0.540
H -1.893 2.738 -2.649 0.298
H -0.742 4.113 -1.984 0.321
H -1.521 2.936 -0.803 0.322
H -0.618 -0.850 -0.699 0.232
H -1.756 0.475 -1.245 0.245
H -1.974 -0.261 -3.447 0.328
H -0.152 -0.399 -3.664 0.448
H -0.082 -2.733 -3.046 -0.317
H -1.680 -2.627 -3.953 0.358
H -3.880 -1.579 -2.370 0.330
H -5.415 -2.522 -0.383 0.306
H -4.432 -4.364 1.392 0.368
H 2.517 -4.199 1.746 0.414
H 3.000 -5.580 0.647 0.369
H 3.372 -2.563 0.353 0.392
H 2.284 -3.017 -1.050 -0.112
H 5.134 -4.242 -0.312 0.359
H 4.740 -2.997 -1.619 0.372
H 4.801 -6.025 -1.721 0.426
H 3.028 -5.648 -1.971 0.273
H 0.436 -5.517 2.582 0.344
C 1.747 5.480 -0.081 -0.348
O 1.365 5.746 1.268 -0.319
C 0.233 6.459 1.389 0.793
O -0.448 6.868 0.479 -0.537
O -0.009 6.637 2.698 -0.312
C -1.192 7.385 2.979 -0.617
H 2.671 4.901 -0.060 0.236
H 0.984 4.887 -0.590 -0.014
H 1.938 6.412 -0.618 0.303
H -2.074 6.869 2.592 0.300
H -1.120 8.392 2.562 0.305
H -1.288 7.466 4.062 0.184
C -5.530 8.059 7.661 -0.630
O -4.625 7.377 6.795 -0.296
C -3.750 6.579 7.431 0.753
O -3.682 6.410 8.623 -0.534
O -2.964 6.003 6.505 -0.261
C -1.978 5.121 7.041 -0.694
H -6.187 8.671 7.041 0.219
H -6.144 7.346 8.215 0.290
H -4.988 8.717 8.344 0.293
H -2.450 4.291 7.571 0.326
H -1.294 5.661 7.699 0.326
H -1.405 4.716 6.206 0.209

---

Entry 6:
62
Properties=species:S:1:pos:R:3:mulliken_charge:R:1 method="wB97M-V/def2-TZVPD" energy_ev=-44541.800 largest_force_ev_per_a=1.488 lumo_ev="-7.36 / -7.39" multiplicity=2 orbital_gap_ev="7.88 / 7.83" charge=+2 de_lowest_kj_mol=0.0
Ru -0.153 -0.177 0.097 1.290
C -4.463 0.382 3.290 -0.920
N -3.290 1.004 2.672 0.072
C -3.363 2.456 2.497 -0.970
C -2.264 0.326 2.210 0.961
O -1.303 0.891 1.616 -0.689
C -2.245 -1.177 2.403 -1.036
O -1.087 -1.721 1.805 -0.238
C -0.111 -2.310 2.637 -1.007
C 1.178 -1.522 2.511 0.979
O 1.201 -0.509 1.761 -0.793
N 2.232 -1.909 3.191 0.118
C 2.276 -3.107 4.029 -0.965
C 3.484 -1.152 3.118 -0.970
H -4.841 1.040 4.068 0.307
H -4.228 -0.575 3.745 0.369
H -5.250 0.238 2.549 0.334
H -3.616 2.918 3.449 0.374
H -4.136 2.706 1.770 0.365
H -2.406 2.836 2.159 0.241
H -3.114 -1.612 1.905 0.496
H -2.288 -1.420 3.465 0.482
H 0.048 -3.335 2.299 0.533
H -0.438 -2.329 3.678 0.476
H 1.286 -3.497 4.243 0.358
H 2.760 -2.863 4.972 0.343
H 2.861 -3.884 3.537 0.343
H 3.334 -0.243 2.547 0.264
H 4.257 -1.757 2.645 0.359
H 3.804 -0.895 4.126 0.329
C -0.838 3.526 -0.645 -1.368
C -1.381 2.402 -1.449 0.015
N -1.248 1.111 -1.179 0.717
C -1.888 0.405 -2.160 -0.106
C -2.446 1.270 -3.039 -0.073
N -2.110 2.514 -2.574 0.042
C -3.257 1.164 -4.294 0.491
O -3.574 -0.042 -4.706 -0.496
O -3.563 2.188 -4.839 -0.547
C -1.858 -1.043 -2.072 1.049
O -2.415 -1.757 -2.871 -0.733
O -1.175 -1.475 -1.030 -0.600
H -0.288 3.128 0.204 0.229
H -1.641 4.168 -0.282 0.348
H -0.170 4.145 -1.244 0.402
H -2.396 3.362 -3.051 0.274
H -3.233 -0.762 -4.128 0.428
C 3.232 -1.559 -3.577 -1.579
C 3.425 -0.193 -2.892 1.827
C 4.832 -0.086 -2.280 -1.571
C 3.191 0.949 -3.898 -1.581
C 2.428 -0.075 -1.829 -0.369
N 1.655 0.040 -0.988 -0.220
H 3.947 -1.632 -4.395 0.419
H 2.227 -1.661 -3.987 0.398
H 3.417 -2.380 -2.884 0.399
H 5.556 -0.110 -3.094 0.410
H 5.041 -0.920 -1.611 0.385
H 4.961 0.849 -1.736 0.397
H 3.944 0.870 -4.681 0.423
H 3.293 1.924 -3.422 0.398
H 2.206 0.876 -4.359 0.390

---

Entry 7:
49
Properties=species:S:1:pos:R:3:mulliken_charge:R:1 method="wB97M-V/def2-TZVPD" energy_ev=-72672.750 largest_force_ev_per_a=1.279 lumo_ev=0.01 orbital_gap_ev=7.08 charge=0 de_lowest_kj_mol=23.9
Tl -0.505 0.576 -1.668 0.524
F 6.262 2.465 0.287 -0.304
C 4.925 2.554 0.176 0.413
C 4.174 1.480 -0.279 0.028
F 4.766 0.322 -0.627 -0.315
C 2.801 1.592 -0.379 0.301
F 2.130 0.518 -0.906 -0.062
C 2.071 2.731 0.000 0.016
S 0.369 2.835 -0.037 -0.503
C 2.875 3.808 0.442 0.184
F 2.290 4.959 0.796 -0.332
C 4.253 3.731 0.512 0.276
F 4.963 4.794 0.918 -0.296
O -2.295 -0.319 -0.139 -0.521
S -3.381 -1.214 0.323 0.248
C -4.948 -0.252 0.170 -0.724
C -5.380 -0.362 -1.280 -0.543
C -5.194 -1.830 -1.653 -0.743
C -3.805 -2.226 -1.179 -0.449
H -4.752 0.766 0.498 0.417
H -5.667 -0.726 0.836 0.397
H -4.739 0.262 -1.905 0.260
H -6.415 -0.040 -1.417 0.356
H -5.300 -1.984 -2.728 0.323
H -5.947 -2.440 -1.151 0.309
H -3.032 -1.964 -1.900 0.253
H -3.730 -3.280 -0.922 0.447
C 1.514 -4.648 0.950 -0.990
N 2.577 -3.691 0.696 0.139
C 3.160 -3.958 -0.607 -1.007
N 2.178 -3.936 -1.678 0.146
C 1.141 -4.905 -1.374 -0.997
N 0.496 -4.677 -0.090 0.152
C -0.278 -3.455 -0.097 -0.818
P 0.733 -1.896 -0.406 0.659
C 2.114 -2.326 0.800 -1.003
C 1.643 -2.611 -1.898 -0.823
H 1.039 -4.401 1.902 0.409
H 1.958 -5.646 1.022 0.313
H 3.610 -4.956 -0.582 0.278
H 3.940 -3.221 -0.812 0.425
H 1.601 -5.899 -1.348 0.293
H 0.382 -4.879 -2.161 0.375
H -0.788 -3.353 0.867 0.437
H -1.042 -3.525 -0.879 0.330
H 1.758 -2.147 1.819 0.443
H 2.956 -1.653 0.599 0.379
H 2.465 -1.932 -2.149 0.475
H 0.953 -2.645 -2.751 0.425

---

Entry 8:
22
Properties=species:S:1:pos:R:3:mulliken_charge:R:1 method="wB97M-V/def2-TZVPD" energy_ev=-43000.290 largest_force_ev_per_a=4.247 lumo_ev="2.99 / 2.99" orbital_gap_ev="5.98 / 5.98" charge=-1 de_lowest_kj_mol=119.9
C 0.220 1.349 -0.703 0.163
C -2.541 -0.149 -1.135 -0.970
C 2.314 0.166 1.383 -1.207
C -1.273 -0.674 -0.291 -0.811
C -0.534 0.523 0.207 0.576
C 1.589 -0.811 0.556 0.549
O 0.404 1.025 -1.964 -0.538
O 0.570 2.499 -0.486 -0.755
S -1.052 1.462 1.676 -0.406
S 2.054 -1.408 -0.891 -0.336
S 0.727 -1.960 1.655 -0.274
H -2.133 0.150 -2.123 0.199
H -2.945 0.624 -0.472 0.302
H -3.308 -0.980 -1.405 0.331
H 3.296 -0.021 1.590 0.379
H 2.126 1.197 1.037 0.215
H 1.791 0.026 2.358 0.316
H -0.559 -1.191 -1.115 0.118
H -1.667 -1.381 0.444 0.387
H -0.179 2.448 0.910 0.268
H 0.134 0.109 -2.122 0.343
H 0.966 -3.002 0.892 0.148

---

Entry 9:
5
Properties=species:S:1:pos:R:3:mulliken_charge:R:1 method="wB97M-V/def2-TZVPD" energy_ev=-35242.304 largest_force_ev_per_a=2.279 lumo_ev="-1.17 / -2.23" orbital_gap_ev="8.65 / 6.21" charge=0 de_lowest_kj_mol=362.8
C 0.506 -0.705 -0.750 0.195
S 0.411 -0.397 -2.293 -0.153
S -1.782 0.568 1.195 -0.156
Cl 1.683 -0.814 0.369 -0.007
H -0.818 1.347 1.478 0.121